No. 1
This record from the OMol25 dataset describes 2 unconnected molecules or ions with the total composition C4H10O3S. The level of theory is the ωB97M-V functional and the def2-TZVPD basis.

Last column: natural (NBO) charge in e.
Positions of all 18 atoms, in Å:
O  2.7745  -2.1500  -1.1268  -0.56
O  1.6926  -0.1966  -0.5849  -0.50
S  -1.6665  1.7566  -1.6792  0.23
C  2.0527  -1.1826  -1.3838  0.65
C  -2.1838  2.2442  -0.0063  -0.75
C  0.9418  0.8783  -1.1397  -0.09
C  -0.5340  0.4929  -1.2677  -0.61
H  1.6024  -1.0092  -2.3812  0.08
H  -2.8203  1.5330  0.5466  0.22
H  -2.7476  3.1810  -0.1521  0.23
H  -1.2899  2.4626  0.6019  0.21
H  1.4153  1.2088  -2.0841  0.19
H  0.9979  1.7197  -0.4225  0.21
H  -0.7165  -0.2017  -2.1101  0.23
H  -0.8085  -0.0324  -0.3327  0.24
O  0.0385  -3.4807  4.5142  -0.94
H  0.5390  -3.9464  3.8065  0.47
H  0.7124  -3.2774  5.2019  0.47

**Structure (SMILES)**: CSCCOC=O.O
**Gap between HOMO and LUMO**: 9.8 eV
**Charge**: 0
**Energy relative to the best compared isomer or geometry (same formula, charge and spin)**: 28.8 kcal per mole
**Multiplicity**: 1

=====

No. 2
This record from the OMol25 dataset describes ClFH2NOP in the gas phase. The level of theory is the ωB97M-V functional and the def2-TZVPD basis.

Last column: natural (NBO) charge in e.
Positions of all 7 atoms, in Å:
N  -1.0414  0.4082  -0.5950  -1.31
O  -0.0202  -0.5040  1.3807  -0.96
F  0.8284  -1.6268  -0.6139  -0.55
P  0.3174  -0.1087  -0.1340  2.11
Cl  2.0559  0.8718  -0.0319  -0.22
H  -1.3559  0.8200  -1.4941  0.42
H  -0.7842  0.1394  1.4881  0.52

**Structure (SMILES)**: N=[P@@](O)(F)Cl
**Gap between HOMO and LUMO**: 11.0 eV
**Charge**: 0
**Energy relative to the best compared isomer or geometry (same formula, charge and spin)**: 5.1 kcal per mole
**Multiplicity**: 1

=====

No. 3
This record from the OMol25 dataset describes 2 unconnected molecules or ions with the total composition C2H8O2P2S. The level of theory is the ωB97M-V functional and the def2-TZVPD basis.

Last column: natural (NBO) charge in e.
Positions of all 15 atoms, in Å:
C  -0.4496  -1.9493  2.4308  -0.39
C  0.4759  -0.9984  2.3799  -0.40
O  -2.0332  -0.9711  -1.0875  -0.92
O  -0.0234  -0.1949  -2.4552  -0.91
P  1.1896  2.0556  -1.8868  0.02
P  -0.6511  1.7866  -0.8053  0.07
S  -0.6732  -0.4546  -1.0071  1.26
H  -0.9645  -2.2038  1.5389  0.20
H  -0.5459  -2.5083  3.3895  0.20
H  0.1399  -1.1205  -2.8314  0.51
H  0.5581  -0.3754  1.5389  0.18
H  1.0757  -0.8676  3.3258  0.20
H  1.2847  3.5643  -1.7707  0.01
H  0.3982  2.3902  -3.0578  0.00
H  0.2187  1.8473  0.2978  -0.02

**Structure (SMILES)**: O=S(O)#[PH]P.C=C
**Gap between HOMO and LUMO**: 9.1 eV
**Charge**: 0
**Energy relative to the best compared isomer or geometry (same formula, charge and spin)**: 69.4 kcal per mole
**Multiplicity**: 1

=====

No. 4
This record from the OMol25 dataset describes C14H17N3O4 in the gas phase. The level of theory is the ωB97M-V functional and the def2-TZVPD basis.

Last column: natural (NBO) charge in e.
Positions of all 38 atoms, in Å:
C  -0.5520  1.8972  -0.9212  -0.12
C  -1.6802  1.7077  0.0930  0.68
C  0.7441  2.3789  -0.1708  -0.43
C  1.2336  1.1952  0.5956  -0.11
C  1.2723  0.8537  1.9247  -0.02
C  2.1641  0.1977  -0.0294  -0.10
C  2.5948  -0.6780  0.9644  0.19
C  2.5128  0.0453  -1.3865  -0.20
C  3.4132  -1.7491  0.5368  -0.26
C  3.3852  -1.0017  -1.7261  -0.23
C  3.8013  -1.9243  -0.7770  -0.22
C  -2.0436  -0.8917  0.2202  -0.19
C  -2.6736  -1.6100  -1.0162  0.77
C  -2.6776  -1.5316  1.4622  -0.09
H  -0.8669  3.7721  -1.1425  0.36
H  -1.8201  2.9311  -2.1087  0.36
H  -0.5169  0.9283  -1.3640  0.18
H  0.4183  3.1542  0.5107  0.24
H  1.4677  2.8819  -0.8535  0.24
H  0.7572  1.2861  2.8006  0.22
H  2.4710  -0.5079  3.1047  0.42
H  2.1660  0.7862  -2.0823  0.22
H  3.8384  -2.4632  1.1933  0.21
H  3.7300  -1.0490  -2.7438  0.21
H  4.4685  -2.7123  -1.0822  0.22
H  -3.4247  0.7010  0.4904  0.43
H  -0.9230  -0.8648  0.2216  0.24
H  -2.4672  -2.6189  1.5616  0.18
H  -2.2654  -1.1621  2.4504  0.21
H  -4.3450  -1.8797  0.6408  0.48
H  -1.1946  -2.7556  -1.0818  0.48
N  -0.8872  2.9941  -1.7637  -0.80
N  2.1364  -0.2472  2.1692  -0.57
N  -2.4478  0.5435  0.1278  -0.66
O  -1.9313  2.7162  0.7157  -0.61
O  -3.7437  -1.3485  -1.4464  -0.56
O  -4.0902  -1.3207  1.3988  -0.70
O  -2.0240  -2.6543  -1.4865  -0.65

**Structure (SMILES)**: N[C@@H](Cc1c[nH]c2ccccc12)C(=O)N[C@@H](CO)C(=O)O
**Gap between HOMO and LUMO**: 8.6 eV
**Charge**: 0
**Energy relative to the best compared isomer or geometry (same formula, charge and spin)**: 64.7 kcal per mole
**Multiplicity**: 1

=====

No. 5
This record from the OMol25 dataset describes a gas-phase ion, C8H10N3OS (charge +1). The level of theory is the ωB97M-V functional and the def2-TZVPD basis.

Last column: natural (NBO) charge in e.
Positions of all 23 atoms, in Å:
C  0.9756  2.1168  -1.4901  -0.12
C  0.5105  1.7285  -0.2317  0.00
C  0.5194  -0.0572  -1.5057  0.56
C  -0.4268  -0.0112  0.9679  0.08
C  -0.5439  1.0193  1.8772  -0.11
C  0.7392  -1.9538  -3.1283  0.53
C  -0.6987  -1.4051  1.3386  -0.65
C  -1.0864  0.9133  3.2910  -0.65
N  0.0635  0.4902  -0.2127  -0.30
N  0.9435  0.9703  -2.2427  -0.44
N  0.3158  -1.3419  -1.9161  -0.63
O  1.4855  -1.3732  -3.9037  -0.54
S  0.1204  2.5168  1.2991  0.47
H  1.3362  3.1317  -1.7342  0.27
H  0.4178  -2.9812  -3.2648  0.17
H  -1.2592  -1.9392  0.6065  0.22
H  -1.2500  -1.7177  2.3410  0.28
H  0.2585  -1.8310  1.4403  0.24
H  -1.6901  -0.0266  3.2952  0.24
H  -1.5493  1.9395  3.4766  0.25
H  -0.3124  0.7526  4.0318  0.25
H  1.4328  0.9447  -3.0715  0.47
H  -0.3018  -1.8858  -1.2640  0.43

**Structure (SMILES)**: Cc1sc2c[nH]/c(=[NH+]\C=O)n2c1C
**Gap between HOMO and LUMO**: 8.0 eV
**Charge**: +1
**Energy relative to the best compared isomer or geometry (same formula, charge and spin)**: 8.6 kcal per mole
**Multiplicity**: 1

=====

No. 6
This record from the OMol25 dataset describes 4 unconnected molecules or ions with the total composition C22H43Cl2F3NO8S. The level of theory is the ωB97M-V functional and the def2-TZVPD basis.

Last column: Mulliken charge in e.
Positions of all 80 atoms, in Å:
C  1.0005  -1.0097  -1.3275  -1.43
C  -0.0758  -0.2380  -1.1807  -0.36
C  -1.2409  -0.7193  -0.3571  -0.23
C  -2.5673  -0.8132  -1.0347  -0.12
S  -2.8382  -0.8357  -2.8111  1.47
O  -1.8595  -1.6592  -3.4143  -0.64
O  -2.8198  0.5386  -3.1730  -0.52
C  -4.5686  -1.4439  -3.1982  0.61
F  -5.4133  -0.9590  -2.2793  -0.23
F  -4.8352  -0.9036  -4.3785  -0.16
F  -4.6183  -2.7599  -3.2769  -0.17
N  -3.4687  -0.8471  -0.1346  0.05
C  -2.9618  -0.7430  1.2656  -0.23
Cl  -2.6636  -2.3056  1.9998  -0.14
C  -1.6280  -0.0099  0.9754  0.10
C  -1.8993  1.5068  0.7641  -1.09
C  -0.9111  2.3643  1.5491  -1.18
C  0.4530  2.4764  0.8706  0.21
Cl  1.6939  1.6593  1.8815  -0.22
H  1.6332  -0.9172  -2.1941  0.39
H  1.2555  -1.7409  -0.5727  0.31
H  -0.0962  0.7221  -1.6789  0.67
H  -0.9331  -1.7204  -0.0397  0.60
H  -4.4768  -0.9115  -0.2368  0.27
H  -3.7240  -0.1572  1.7605  0.45
H  -0.9112  -0.2198  1.7569  0.55
H  -1.8621  1.7185  -0.3018  0.38
H  -2.8959  1.7382  1.1309  0.59
H  -1.3239  3.3636  1.6522  0.41
H  -0.8150  1.9587  2.5499  0.50
H  0.4963  1.9739  -0.0862  -0.36
H  0.7442  3.5037  0.7137  0.52
C  3.9586  -0.0385  0.4188  -0.92
O  4.2174  -0.9419  -0.6444  -0.29
C  5.4672  -0.7106  -1.2834  -0.56
C  6.5289  -1.6802  -0.8131  -0.53
O  6.8461  -1.4868  0.5558  -0.37
C  6.2256  -2.4265  1.4149  -0.66
H  3.1316  -0.4404  0.9971  0.21
H  4.8244  0.0755  1.0758  0.48
H  3.6717  0.9381  0.0215  0.36
H  5.7957  0.3202  -1.1235  0.36
H  5.3113  -0.8525  -2.3571  0.36
H  7.4441  -1.4997  -1.3844  0.37
H  6.2155  -2.7126  -0.9952  0.33
H  6.7312  -3.3953  1.3484  0.33
H  5.1662  -2.5533  1.1786  0.23
H  6.3155  -2.0537  2.4339  0.24
C  0.3558  3.5252  -4.1844  -0.74
O  0.5620  2.2095  -4.6665  -0.41
C  -0.6344  1.5833  -5.1115  0.05
C  -0.7658  1.6190  -6.6185  -0.77
O  -0.9235  2.9423  -7.0976  -0.39
C  0.2720  3.4959  -7.6259  -0.67
H  1.3285  4.0085  -4.1099  0.28
H  -0.2757  4.1089  -4.8567  0.37
H  -0.1024  3.5003  -3.1870  0.23
H  -1.5058  2.0444  -4.6416  0.30
H  -0.5876  0.5392  -4.7873  0.17
H  -1.6659  1.0642  -6.9037  0.35
H  0.0934  1.1345  -7.0915  0.38
H  0.4819  3.0739  -8.6136  0.32
H  1.1252  3.3199  -6.9673  0.29
H  0.1229  4.5691  -7.7277  0.25
C  -1.5142  -1.7192  8.5451  -0.71
O  -1.9442  -2.7061  7.6196  -0.38
C  -3.1483  -2.3687  6.9561  -0.78
C  -2.8852  -1.8483  5.5600  -0.18
O  -2.1892  -0.6087  5.5715  -0.37
C  -0.8017  -0.7459  5.3181  -0.58
H  -0.4806  -1.9385  8.8061  0.24
H  -1.5643  -0.7145  8.1196  0.31
H  -2.1221  -1.7600  9.4539  0.32
H  -3.7215  -1.6389  7.5350  0.37
H  -3.7442  -3.2837  6.8818  0.39
H  -3.8466  -1.6693  5.0660  0.34
H  -2.3348  -2.5893  4.9721  0.25
H  -0.6239  -0.9348  4.2505  0.11
H  -0.3612  -1.5543  5.9042  0.40
H  -0.3184  0.1899  5.5937  0.28

**Gap between HOMO and LUMO**: 5.5 eV
**Charge**: +1
**Multiplicity**: 1